# 1
DFT (ωB97M-V/def2-TZVPD) results for C20H32BGaN7O3 as an isolated structure.

Total charge: +1
Lowest unoccupied orbital energy: -2.19 eV
Kohn-Sham gap: 0.333 Eh

Element x y z (Å)
C  -1.56519  -1.98477  -0.75568
C  -3.14922  -3.54834  -0.19383
H  -4.65303  -1.95420  -0.21755
H  1.19117  -0.83024  -3.00299
C  -1.46533  -0.94703  6.18007
H  2.27348  0.41922  -4.45471
H  3.33557  3.53035  -3.36682
C  0.81471  -2.05778  -1.30273
H  2.14587  2.43314  1.22872
H  0.65262  -0.69892  6.50511
H  -2.99646  -0.27557  2.23260
H  3.03038  4.04758  -1.09113
H  0.02385  -4.48540  -0.27667
C  -2.50872  -0.90665  5.28112
H  -3.46564  -4.49539  -0.62386
H  1.09889  -0.12474  4.13627
H  0.95681  1.33218  -3.66535
C  -3.84041  -2.34352  -0.82763
N  3.08199  1.99661  -0.61398
H  -0.74857  4.82686  -2.49221
H  2.86409  0.81628  1.08694
N  -0.40813  -1.34709  -0.89481
C  1.66599  -1.03210  -2.04165
H  -2.11695  0.08926  -2.28310
H  -0.28032  -3.38667  1.09063
O  -1.57098  0.15482  1.27635
H  -2.93807  0.71928  -0.83671
C  -0.66552  0.03294  2.15332
H  -1.67046  -1.20018  7.21229
H  0.57234  -2.89159  -1.96183
H  -1.27138  -4.82846  0.86162
N  -0.40278  2.10544  -0.69486
C  -0.95027  -0.29299  3.53926
H  1.36913  -2.44298  -0.44308
N  1.74516  0.15654  -1.18011
N  -1.72283  -3.29515  -0.45761
B  0.27533  4.35399  -2.06657
C  -0.15310  -0.66690  5.78584
C  3.66784  3.17546  -1.24391
C  2.01165  1.34263  -3.93891
Ga  0.10759  0.35296  -0.13105
C  -0.74632  -4.03098  0.34208
C  -2.91940  -0.08866  -1.56669
O  0.55107  0.18056  1.73162
N  2.84694  1.57337  -2.76908
H  4.73649  2.48801  -3.03001
O  -3.31488  -0.56678  3.10809
C  2.98454  1.86318  0.82301
H  4.65381  3.37056  -0.82639
H  -4.22448  -2.56736  -1.82592
C  0.09567  -0.34682  4.47387
H  2.66213  -1.43407  -2.23244
H  2.16422  2.16931  -4.62726
H  1.00485  3.96729  -2.96088
H  -3.52502  -1.12002  5.58232
C  -0.11439  3.06531  -1.28166
H  0.83988  5.07801  -1.28216
C  -2.26637  -0.57618  3.94838
C  3.72797  2.75426  -2.71360
N  -2.74435  -1.38352  -0.93217
C  2.52022  1.19137  -1.52124
H  -3.86479  -0.09547  -2.10550
H  3.90569  2.23483  1.26851
H  -3.31466  -3.57507  0.88630

# 2
DFT (ωB97M-V/def2-TZVPD) results for C29H28BN5PtSSb as an isolated structure.

Energy above the lowest of the compared OMol25 structures with the same formula, charge and spin: 0.0 kcal/mol
Total charge: +1
Lowest unoccupied orbital energy: -3.39 eV
Kohn-Sham gap: 0.278 Eh

Element x y z (Å)
C  -0.09620  -1.70889  4.34448
C  2.45679  -4.49973  0.17042
C  -0.62279  -4.32171  1.57379
H  3.04964  -2.51705  3.33842
C  4.71464  -3.98319  -0.48608
H  1.60148  -2.79768  -1.23089
C  -2.03857  -6.70541  1.78796
H  -2.75923  -1.67540  1.02562
C  2.31540  -3.22402  0.71920
H  -4.55204  -0.96846  2.97887
C  0.93970  -2.08939  3.49503
C  0.68583  -2.04174  -4.75362
C  1.25231  3.12017  2.67696
C  -1.91027  -4.42070  1.05655
H  0.58231  0.00541  -4.11542
C  -0.05075  -5.42139  2.21084
H  -1.57223  2.87425  3.30962
H  1.20193  3.61893  3.63030
N  1.31293  -2.58663  -2.18538
H  0.43554  -1.81574  -5.78172
H  -3.27003  1.10226  4.25775
H  -0.30910  -7.46032  2.81090
C  -2.68317  -0.93038  1.79321
N  0.35185  2.18079  2.37110
C  1.08025  -1.29892  -2.49906
H  1.66576  -1.35769  7.20984
H  -1.11063  -1.60690  3.97519
Pt  -0.01804  -0.23559  0.55386
H  5.64662  -4.27783  -0.95010
H  1.43222  -4.59022  -2.65633
C  0.76834  -1.02109  -3.83665
H  -0.41561  1.67550  4.42496
C  3.65457  -4.87648  -0.42764
C  1.67413  2.37531  0.66745
H  3.75892  -5.87191  -0.84054
C  1.46078  -1.56401  6.16774
C  4.58135  -2.71109  0.05690
C  -0.75662  -6.61029  2.31304
H  2.06804  2.16022  -0.31123
H  -2.58850  -7.63330  1.87240
B  -0.85166  1.90962  3.32669
C  3.38765  -2.33141  0.65261
S  1.25438  -0.01561  -1.35688
H  0.94056  -5.35203  2.64539
H  0.83734  -4.18777  -5.06488
C  -2.61624  -5.61192  1.16160
N  0.60111  1.72111  1.12979
N  -1.57706  -0.17327  1.87853
N  -1.75453  0.70370  2.87574
H  3.50124  -2.03884  5.70284
C  2.23593  -2.21168  3.98428
H  -2.36797  -3.57910  0.56192
H  5.40533  -2.01116  0.01268
C  -3.57685  -0.56042  2.78281
C  1.22548  -3.61044  -3.06151
C  0.90733  -3.36977  -4.36460
H  -3.61737  -5.68286  0.75733
C  2.49275  -1.94530  5.32201
C  0.16680  -1.44786  5.68046
H  2.95050  3.96352  1.53844
C  -2.94294  0.48013  3.44168
H  -0.63858  -1.14677  6.33707
C  2.11971  3.28524  1.61276
H  1.63839  -5.20900  0.21178
Sb  0.46620  -2.50992  1.48988
H  3.28964  -1.32620  1.04793

# 3
DFT (ωB97M-V/def2-TZVPD) results for an isolated ion of composition C15H17Cl2FN2 and charge +2 in a non-equilibrium geometry.

Total charge: +2
Lowest unoccupied orbital energy: -8.20 eV
Kohn-Sham gap: 0.283 Eh

Element x y z (Å)
H  0.44610  1.33372  -1.08510
C  -1.40833  -0.52101  0.07053
C  -5.87862  0.36524  0.29046
H  6.52017  1.45941  -0.60143
Cl  5.25048  -0.38792  -2.25504
C  4.70061  -0.93264  -0.60177
H  -4.43615  -0.00838  -1.99374
C  0.15804  -0.77232  -0.08192
C  5.33577  -0.11872  0.63483
C  2.51646  0.27086  -0.90249
H  3.10194  -2.97871  0.45914
F  -6.52953  -0.50626  -0.63876
H  -1.46833  -0.51630  2.44271
C  5.82024  1.37103  0.29495
N  3.19419  -0.94082  -0.43439
C  -2.27581  -0.39564  -1.22139
C  2.47775  -2.06366  0.14656
H  -1.85804  -0.49926  -2.27914
H  -6.20108  1.94394  -1.29411
C  -2.09305  -0.39774  1.48984
N  -4.39950  0.04169  0.27100
H  4.53800  -0.01818  1.46848
H  0.35692  -2.91576  0.84155
H  5.04054  -2.02980  -0.48847
C  -3.63478  -0.10657  1.50141
H  3.10258  1.12448  -1.38610
H  -5.10150  2.53992  0.05455
Cl  6.77883  -1.06761  1.29772
H  -6.27780  0.28856  1.36214
H  4.95524  2.12843  0.20505
C  -3.80643  -0.10585  -1.03698
H  -6.98660  2.40301  0.31542
C  0.98499  0.39180  -0.74333
C  0.91763  -2.05245  0.35746
C  -6.05214  1.92472  -0.14735
H  -4.22295  0.02240  2.47638
H  6.43415  1.72639  1.21135

# 4
DFT (ωB97M-V/def2-TZVPD) results for a 5-piece molecular cluster, C38H66N4O8 overall in a non-equilibrium geometry.

Energy above the lowest of the compared OMol25 structures with the same formula, charge and spin: 0.0 kcal/mol
SMILES string: COCCCCCCCCCC[C@@]1(CC(=O)OC(C)=O)OC(=O)O[C@H]1CCCOC.CCCC#N.CCCC#N.CCCC#N.CCCC#N
Total charge: 0
Lowest unoccupied orbital energy: 0.49 eV
Kohn-Sham gap: 0.360 Eh

Element x y z (Å)
C  -1.97990  1.53847  3.05901
H  -0.20135  -3.14762  1.77344
H  -4.65329  -2.43857  1.03708
N  -9.22062  -2.41894  -3.80355
H  0.25199  -4.95057  1.80230
C  -3.87439  -1.17083  -2.09728
C  5.63035  -0.00638  2.47059
H  -7.74097  1.80361  -4.21734
H  4.20264  1.93101  -0.31010
H  0.27675  -5.59586  -6.00595
C  -9.45114  1.35177  -3.01356
H  -0.46322  5.11255  3.82124
H  5.51781  -0.78026  4.57761
O  1.56065  -3.59887  2.84950
H  -0.90274  3.52343  4.62083
H  -4.19226  1.24100  3.74069
C  -0.64849  -5.90982  -5.51243
C  3.89011  2.57460  1.83849
H  -1.53745  0.53176  2.73423
H  5.11108  -0.45225  0.26839
C  -3.95534  0.36014  1.63631
C  -0.68719  3.92328  0.41815
H  10.24388  2.09823  -1.62934
N  -4.23087  -0.32647  -1.39863
O  -0.10441  4.54997  1.60019
C  -4.45612  -2.59510  -4.05065
H  -3.47106  0.60135  0.62896
H  6.77558  2.59883  -4.09975
H  -7.51242  -0.29674  -5.37925
C  9.29178  1.62508  -1.88984
H  4.52866  3.51514  2.07423
C  -8.43807  -0.13513  -4.81737
H  9.53396  0.68952  -2.40338
O  -1.38352  2.69368  0.76738
H  3.62038  -0.10832  1.28638
C  -2.95562  -6.87093  -6.00760
C  -8.18391  0.92249  -3.74218
H  -9.18248  0.22837  -5.53254
C  -1.46352  2.79554  2.21778
C  1.20905  2.35029  2.15572
H  0.87023  1.49577  1.44901
H  -2.72880  -7.77050  -5.42891
H  0.28187  -2.25252  4.00520
C  1.25747  4.07378  4.79545
C  4.34608  5.20150  5.89641
H  -3.48342  -6.16740  -5.35813
C  1.37663  -2.57288  3.89300
C  -3.60250  -1.94622  1.10544
H  -9.89278  0.52183  -2.45581
C  -1.09989  -4.83282  -4.62634
H  5.30473  5.72672  5.50851
C  3.84749  -1.77410  3.45743
H  4.05392  -2.14854  2.39838
C  7.25551  1.91746  -3.39271
C  -3.59081  1.42743  2.78247
N  7.97188  1.11471  0.31195
H  -5.49911  -4.11054  -2.89750
H  -0.45936  -4.18518  3.35772
H  8.25672  3.48151  -2.31091
C  0.20524  -3.98801  2.44244
H  2.42574  4.22509  1.49606
H  -3.63575  -7.15168  -6.81568
C  8.51988  2.55338  -2.82847
H  -2.11713  3.74122  2.38812
H  5.81349  2.09771  0.60469
H  -6.40556  -3.49258  -4.28536
O  -3.62899  -0.95146  2.16475
H  -0.40622  -6.79991  -4.92370
C  4.70835  1.75969  0.70670
H  -2.49681  -1.93521  -3.47398
C  4.75813  -0.45481  3.76267
H  6.47098  -0.76773  2.28671
O  2.57534  4.21320  4.26190
C  -5.72620  -3.21121  -3.47678
C  -3.42042  -2.24863  -2.98160
H  -4.00966  -3.30845  -4.75059
H  3.98927  5.69018  6.87681
C  -0.09937  4.01924  3.95482
H  -3.37555  -1.52571  0.05924
H  9.17317  2.82749  -3.66305
C  -1.68569  -6.25526  -6.58194
H  -1.24000  -6.96846  -7.28256
C  8.55247  1.34073  -0.65624
C  -8.87483  -1.41412  -4.24870
C  2.29742  -1.28976  3.54348
H  3.79410  2.00247  2.82406
H  1.67755  1.86577  3.09189
H  2.17320  -0.55703  4.43456
C  4.72960  0.19538  1.14057
H  1.94462  -0.78534  2.56056
H  -10.19844  1.73144  -3.71594
H  2.35415  2.91897  0.20814
H  -2.81000  -2.73795  1.33739
H  -3.17804  -3.13737  -2.39277
H  -4.71746  -1.70193  -4.62823
H  -1.94676  -5.36197  -7.15860
H  4.14239  0.39025  4.22356
N  -1.45425  -3.98860  -3.92796
H  4.65643  4.10610  6.07328
O  2.93847  6.48724  4.22887
H  -1.81264  1.62117  4.19098
C  0.02380  3.37374  2.48692
O  1.14646  4.03225  6.06384
C  3.24253  5.38806  4.75796
C  2.43244  3.08134  1.35024
H  6.09848  1.01402  2.75188
H  -9.22289  2.14764  -2.30017
H  1.68066  -3.08978  4.87946
H  6.53296  1.69444  -2.60314
H  -7.45574  0.55332  -3.01257
H  4.00621  -2.60889  4.22638
H  -5.09497  0.39999  1.49830
H  7.48575  0.98850  -3.92171
H  -3.90622  2.45755  2.38239
O  -0.59481  4.36488  -0.76022
H  -6.25505  -2.50805  -2.82810

# 5
DFT (ωB97M-V/def2-TZVPD) results for C33H40Br15N7 as an isolated structure in a non-equilibrium geometry.

Total charge: 0
Lowest unoccupied orbital energy: -0.23 eV
Kohn-Sham gap: 0.290 Eh

Element x y z (Å)
Br  2.90096  4.81252  -0.31553
C  -1.14548  2.96472  7.21270
C  -1.57935  4.31219  0.18443
C  1.80171  0.40869  -0.27939
Br  5.87644  -1.91138  2.14786
C  -1.51902  0.83885  -6.03828
N  -2.45080  -1.98690  -4.58604
C  -2.11973  -1.25864  4.48113
H  -3.63266  -2.72885  -6.34853
H  2.13214  -4.19817  -8.08602
C  -1.72123  4.17208  1.59769
H  -1.44250  -1.74551  3.83315
C  -0.48026  -0.01593  -6.35777
H  1.23783  1.07091  2.95497
H  -2.36122  4.99964  4.89307
C  -2.99332  -2.92775  -5.45015
H  -1.12107  2.11344  7.87910
C  -0.66658  5.28875  -0.04389
H  0.09358  2.38805  1.45957
C  -0.15339  -2.48612  1.54802
H  0.47416  1.97048  -1.07199
C  -2.15364  3.20643  6.22165
Br  -7.28835  -1.97452  -2.82850
H  2.79204  -0.76118  1.39036
H  1.15762  -1.83511  3.17956
C  2.06614  0.04502  1.06445
C  -5.44818  -1.89592  -2.22153
C  -2.09251  -2.62870  -3.39257
C  2.49747  -4.73104  -5.95821
C  0.62458  -3.60651  -6.53763
N  0.67000  1.72187  1.05865
C  -0.92077  5.11369  2.15860
H  -2.15559  1.28617  -6.79332
C  3.87534  1.18581  5.91360
H  2.02403  -4.76138  -3.77317
H  0.34064  6.48673  1.33426
Br  -3.90272  -2.19763  4.36610
N  -0.78627  4.92913  6.29570
N  0.29613  -3.80623  3.36245
H  -3.44869  -5.12177  -5.26410
H  -2.96223  2.56913  5.93184
Br  5.10599  2.64292  -0.89537
H  -2.42311  3.49080  2.11415
C  -1.82643  4.42328  5.60243
H  -2.55080  -4.71519  -2.71679
H  -0.01218  0.30082  -3.13850
C  1.72198  -4.55162  -4.80257
C  1.85002  -4.08717  -6.99809
H  -0.35460  5.81212  6.07109
H  0.67325  -4.27034  4.18517
H  -1.94076  3.69011  -0.58240
Br  1.85340  1.16159  6.16334
H  -0.32589  5.75834  -0.94868
H  -1.00208  -5.38347  2.82804
H  -2.33670  -1.00765  -4.76746
H  3.16634  2.47077  0.56297
H  -0.31774  -3.79562  -4.66332
C  -0.31191  0.44052  -4.17140
H  2.20350  -0.10735  -1.15993
Br  -1.42547  -1.37893  6.28363
Br  7.84086  0.34341  0.92375
C  -1.38040  1.10953  -4.64059
Br  4.49413  2.92175  6.44602
Br  5.60100  -0.93906  -0.90668
C  0.58004  -2.62261  2.72851
Br  -5.16291  -2.93012  -0.50821
H  -1.67567  -3.78280  0.67808
H  -0.24867  -3.31300  -7.10171
H  3.43739  -5.28129  -5.94571
Br  -2.48991  0.58721  3.93217
H  -0.75664  5.43175  3.21632
C  -3.02219  -4.13552  -4.78227
H  -0.02552  -0.39283  -7.26556
C  0.85922  1.40084  -0.25666
Br  4.73029  -0.29154  6.72096
H  -4.64911  -2.33978  -2.83349
H  -1.58568  -1.97998  -2.68851
C  -0.94235  -3.66557  1.47598
C  3.87112  3.28616  0.42962
Br  4.54572  3.68866  2.18780
N  0.25173  -0.21315  -5.23230
C  -0.58368  -4.46449  2.53414
Br  -5.03545  -0.10342  -1.79913
H  3.98734  1.06653  4.87361
C  1.28142  0.84870  1.90530
N  0.55223  -3.94113  -5.17578
H  0.98295  -0.92153  -5.22301
H  -1.99475  1.83464  -4.09432
C  -0.32797  4.08637  7.28616
C  -2.46833  -3.93136  -3.49293
H  -0.23003  -1.56542  0.99970
H  5.31928  0.24667  1.34768
H  0.35856  4.46821  8.06038
C  6.06246  -0.41680  0.94447
N  -0.23853  5.71189  1.16755